(1)
{
  "formula": "C5H11NO",
  "method": "ωB97M-V with the def2-TZVPD basis set",
  "relative_energy_kj_mol": 246.6,
  "total_charge": 0,
  "total_energy_ha": -327.03741,
  "smiles": "C=CCNC=C.O",
  "homo_lumo_gap_ha": 0.332,
  "elements": ["C", "H", "H", "C", "H", "H", "C", "H", "H", "O", "C", "C", "H", "N", "H", "H", "H", "H"],
  "coordinates": [[1.04958, -1.38130, 2.04758], [-0.83104, -1.52666, 2.92744], [1.66576, 2.36857, -1.23887], [1.02890, 1.50130, -1.14430], [1.70976, 0.70606, 0.67007], [-2.12985, 2.38767, -3.44321], [0.23605, -1.41229, 3.07243], [1.28590, -1.98167, -0.03414], [0.52913, -1.30911, 4.11069], [-2.89531, 1.81827, -3.55136], [0.91305, 0.72848, -0.06622], [0.51692, -1.60418, 0.65052], [0.33558, 1.35195, -1.97323], [0.02962, -0.32628, 0.07168], [2.12013, -1.29455, 2.20060], [-3.65292, 2.33341, -3.27813], [-0.28676, -2.33234, 0.66750], [-0.48366, -0.51660, -0.78118]],
  "forces_ev_per_angstrom": [[0.43, -0.68, -0.60], [-0.08, -0.07, -0.11], [0.24, -0.20, 0.30], [-0.85, 0.39, -0.44], [-0.31, 0.52, 0.41], [-0.02, 0.11, 0.05], [-0.74, 0.10, 0.97], [0.17, -0.29, 0.32], [0.27, 0.08, -0.13], [0.18, -0.32, -0.14], [1.30, -0.97, -0.43], [0.66, 1.18, -0.42], [0.04, 0.06, 0.11], [-0.78, -0.59, 0.00], [-0.02, 0.13, -0.09], [-0.15, 0.21, 0.10], [-0.26, 0.14, 0.01], [-0.07, 0.23, 0.08]]
}



(2)
{
  "formula": "C24H23AsHgN",
  "method": "ωB97M-V with the def2-TZVPD basis set",
  "multiplicity": 2,
  "relative_energy_kj_mol": 0.0,
  "total_charge": 0,
  "total_energy_ha": -3372.23813,
  "homo_lumo_gap_ha": [0.256, 0.267],
  "elements": ["H", "C", "H", "C", "H", "H", "C", "C", "H", "H", "C", "H", "C", "C", "C", "H", "C", "H", "C", "C", "C", "H", "C", "C", "H", "H", "C", "H", "As", "H", "C", "C", "H", "C", "H", "C", "H", "N", "H", "C", "H", "H", "H", "C", "C", "C", "H", "Hg", "H", "C"],
  "coordinates": [[-0.13400, 5.46273, -0.81628], [1.98363, -3.89185, 0.84958], [0.15716, 5.59405, 0.92870], [-2.27458, -1.52953, 1.42165], [0.16743, -4.84464, 1.36996], [-1.58245, -1.34938, -2.10455], [-0.53141, 0.50570, -1.91297], [-1.87558, 2.48781, -1.92446], [3.04176, 4.91914, 0.36740], [0.44184, 0.02968, -1.86173], [4.53537, -1.34747, -0.07867], [1.49126, 2.14509, -2.07052], [3.74834, -0.17977, 0.00705], [-1.49160, -2.65524, 1.64340], [-0.16222, 4.92326, 0.13147], [5.57629, -1.26356, -0.36209], [-0.61495, 1.89668, -1.85983], [0.55879, 3.61205, -2.39156], [-2.13377, -3.77459, 2.18678], [2.43148, -0.24752, 0.36461], [1.83022, -1.49526, 0.65265], [2.55033, -4.81320, 0.78378], [0.62395, 2.72755, -1.75359], [-2.91625, 0.33138, -2.15052], [-4.21767, -0.61873, 1.44081], [1.82273, 0.64479, 0.45083], [-3.49922, -3.77302, 2.41923], [-3.97415, -4.65524, 2.82888], [1.02420, 3.35869, 0.08672], [-1.96224, 3.56733, -1.87372], [2.65725, 4.32181, -0.45868], [-3.01601, 1.71350, -2.07338], [-1.56436, -4.65902, 2.44220], [2.62381, -2.66617, 0.56492], [4.57995, -3.47025, 0.15592], [-4.26026, -2.65303, 2.12022], [-5.33305, -2.66369, 2.26663], [0.52625, -1.53041, 1.01053], [4.20567, 0.77973, -0.20097], [0.66496, -3.90317, 1.18983], [-1.18564, 4.61289, 0.33904], [-3.80264, -0.27191, -2.29743], [2.45829, 4.98043, -1.30547], [-3.63155, -1.50715, 1.64281], [3.98410, -2.56611, 0.20143], [-1.67100, -0.27163, -2.05444], [-3.98505, 2.19143, -2.14147], [-1.23998, 0.86980, 1.29206], [3.42645, 3.60503, -0.74673], [-0.05189, -2.67900, 1.27995]],
  "forces_ev_per_angstrom": [[0.03, -0.01, -0.01], [-0.09, 0.01, 0.02], [0.03, -0.04, 0.02], [0.32, 0.69, 0.05], [-0.01, 0.02, 0.02], [-0.01, 0.00, 0.03], [0.03, 0.02, -0.06], [0.00, 0.02, -0.02], [-0.03, -0.02, 0.03], [-0.01, 0.00, 0.02], [0.02, -0.07, 0.01], [0.02, 0.03, 0.03], [-0.06, 0.04, 0.02], [-0.19, 0.09, -0.01], [-0.05, -0.03, -0.05], [0.01, -0.05, 0.02], [-0.03, -0.08, -0.10], [0.02, -0.01, 0.01], [0.09, 0.01, -0.07], [-0.01, 0.11, 0.00], [0.34, -0.30, -0.04], [-0.03, -0.02, -0.01], [-0.02, 0.08, 0.08], [-0.03, -0.03, 0.02], [0.04, 0.02, 0.02], [0.00, -0.03, 0.03], [-0.09, -0.06, 0.01], [0.02, 0.00, 0.01], [0.18, 0.12, -0.10], [0.01, 0.00, -0.03], [-0.01, 0.05, 0.02], [0.00, 0.00, 0.02], [-0.01, -0.02, -0.03], [-0.17, 0.15, 0.06], [0.00, 0.01, -0.04], [0.04, -0.02, -0.01], [0.00, 0.01, 0.05], [-0.23, -0.01, 0.08], [-0.03, 0.02, -0.01], [0.08, -0.13, 0.00], [0.02, -0.04, 0.00], [-0.01, -0.01, 0.07], [-0.03, -0.01, 0.00], [-0.17, -0.02, -0.04], [0.11, 0.04, -0.04], [0.01, -0.01, -0.05], [0.00, 0.00, 0.00], [-0.35, -0.72, 0.04], [-0.02, -0.03, 0.02], [0.27, 0.21, -0.07]]
}



(3)
{
  "formula": "C4H4N2S",
  "method": "ωB97M-V with the def2-TZVPD basis set",
  "relative_energy_kj_mol": 491.7,
  "total_charge": 0,
  "total_energy_ha": -662.33836,
  "homo_lumo_gap_ha": 0.289,
  "elements": ["C", "H", "S", "N", "H", "N", "H", "C", "C", "H", "C"],
  "coordinates": [[0.88680, 0.68423, 0.80252], [1.63527, 2.12812, 2.22492], [-0.50308, -0.09679, 1.25084], [1.04364, 0.21098, -1.34792], [2.49288, 2.12743, 0.47435], [0.10937, -0.49303, -1.41361], [-1.92429, -2.18579, -1.63506], [1.65550, 1.68183, 1.13717], [-0.86364, -0.79066, -0.54232], [-2.64243, -1.64793, -0.13945], [-1.89002, -1.61839, -0.81143]],
  "forces_ev_per_angstrom": [[-0.03, 0.54, -2.41], [-0.03, -0.85, -2.18], [-0.30, -0.58, -1.17], [-0.53, -0.11, 2.65], [-1.63, -1.03, 1.02], [1.42, 0.43, -1.88], [-0.19, -1.63, -3.16], [2.19, 1.98, 1.77], [-1.74, -1.31, 1.77], [-2.24, -0.51, 2.21], [3.08, 3.07, 1.38]]
}



(4)
{
  "formula": "C19H15CoF5N3O4S2",
  "method": "ωB97M-V with the def2-TZVPD basis set",
  "multiplicity": 4,
  "relative_energy_kj_mol": 0.0,
  "total_charge": -1,
  "total_energy_ha": -3876.82296,
  "homo_lumo_gap_ha": [0.266, 0.266],
  "elements": ["C", "C", "N", "C", "H", "O", "F", "H", "H", "C", "N", "F", "F", "C", "H", "C", "C", "C", "C", "C", "C", "C", "H", "H", "S", "F", "F", "S", "C", "H", "Co", "C", "H", "H", "H", "N", "O", "H", "H", "C", "C", "C", "H", "O", "H", "C", "O", "H", "C"],
  "coordinates": [[3.81263, -0.13347, -0.78909], [-2.79151, -2.25934, -1.30987], [5.16819, -1.71462, -0.04082], [3.75185, -2.77769, 1.68416], [-2.30785, -3.16988, -1.59828], [0.89336, -1.57316, 4.86364], [1.33919, 6.72707, -0.96886], [-1.15379, -0.49541, 3.28717], [3.96140, -2.40078, 2.71388], [-2.26976, -1.54184, -0.30362], [-0.19768, -1.07339, 1.47964], [-1.21069, 3.36891, -3.02089], [-0.13606, 1.49185, -1.33402], [5.05654, -0.68547, -0.93575], [2.67948, -3.07521, 1.62494], [1.12908, 3.12911, -0.19244], [4.03840, -1.77863, 0.64713], [0.98711, 5.43543, -0.99299], [-0.48784, -1.26850, 2.86558], [-0.26747, 3.70056, -2.12850], [-5.97898, -0.39693, -1.78843], [1.46915, 4.53665, -0.07869], [5.99609, -2.26402, 0.17286], [-2.48084, 0.02857, 1.23326], [1.81382, 1.97466, 0.87502], [-0.36537, 5.97959, -2.80233], [2.36581, 4.91796, 0.88015], [-0.69403, -2.16317, 0.30923], [-4.19318, -0.18185, -0.09524], [-6.38706, -1.20193, -2.42840], [1.49006, -0.23603, 1.15001], [-4.69962, -0.85099, -1.17678], [-0.90621, -2.32119, 3.00536], [-4.75017, 0.54737, 0.46754], [5.78547, -0.49235, -1.68191], [3.22024, -0.79442, 0.27802], [-0.75394, -3.50923, 0.86467], [-5.82725, 0.46306, -2.45532], [-6.67742, -0.08950, -0.99150], [-2.93161, -0.49502, 0.35396], [-4.02796, -1.89810, -1.78643], [0.15839, 5.00807, -2.03720], [4.38926, -3.69655, 1.50393], [0.20677, -1.87071, -0.80321], [3.30189, 0.66944, -1.30001], [0.22866, 2.76565, -1.23514], [1.88795, -0.73844, 2.97094], [-4.46421, -2.40179, -2.64706], [0.82970, -1.19435, 3.69167]],
  "forces_ev_per_angstrom": [[0.82, -0.92, 1.11], [-0.92, -0.91, -0.67], [0.97, -0.27, -0.26], [0.13, -1.39, 0.81], [0.33, -0.20, -0.53], [-0.23, 0.59, -1.33], [0.01, 0.11, 0.17], [-0.09, -0.35, -0.12], [-0.32, -0.19, -0.80], [1.33, 0.28, 2.71], [-1.56, -1.35, -2.38], [0.14, -0.05, -0.15], [-0.21, -0.19, -0.23], [-0.56, 0.82, -1.03], [0.80, 0.24, 0.17], [-0.60, 1.04, -0.88], [-1.42, 1.08, 0.74], [0.11, -0.31, -0.49], [0.09, -1.67, 0.74], [-0.03, 0.01, 0.19], [-0.75, -0.03, -0.24], [0.36, -1.99, 0.34], [-0.45, 0.24, -0.31], [-0.28, -0.68, -1.01], [0.59, 1.13, 0.70], [-0.16, -0.13, -0.44], [-0.94, -0.11, -0.93], [2.12, 2.74, 2.12], [0.81, 0.11, 0.84], [-0.16, 0.41, 0.49], [-0.12, -0.04, -0.36], [-0.87, -0.06, -1.35], [0.27, 1.40, 0.27], [-0.33, 0.32, -0.24], [0.56, 0.11, -0.26], [0.26, -0.91, -0.81], [-0.67, 0.59, -0.86], [0.05, -0.07, 0.24], [-0.03, -0.20, -0.51], [0.87, -0.19, 0.58], [-0.15, 0.20, -0.32], [-0.09, 0.66, 0.78], [-0.70, 0.92, 0.21], [-0.40, -0.82, 0.18], [0.24, -0.09, 0.09], [1.01, 0.77, 1.13], [-1.73, -0.84, 2.24], [-0.04, 0.04, 0.23], [1.95, 0.13, -0.57]]
}